(1)
The following is a quantum chemistry calculation of a 2-piece molecular cluster, C6H14Cl3NSi overall in a non-equilibrium geometry, from the Open Molecules 2025 dataset.

Each line ends with the Löwdin charge.
Positions of all 25 atoms, in Å:
C (-0.115, -1.716, -0.848)  -0.09
C (0.107, -1.979, 1.536)  -0.07
C (-0.028, 2.462, 0.765)  -0.08
C (-0.720, 1.398, -1.424)  -0.07
C (0.432, -1.063, 0.402)  -0.50
C (0.154, 1.282, -0.197)  -0.47
N (-0.250, 0.152, 0.614)  0.07
Si (-3.360, -0.184, 0.167)  -0.71
Cl (-4.043, 1.448, 0.992)  0.33
Cl (-3.832, -1.845, 1.180)  0.29
Cl (-3.858, -0.114, -1.804)  0.26
H (0.265, -1.211, -1.761)  0.08
H (0.109, -2.845, -1.055)  0.12
H (-1.202, -1.700, -0.843)  0.03
H (0.245, -3.043, 1.339)  0.08
H (-0.909, -1.875, 1.653)  0.01
H (0.632, -1.875, 2.474)  0.08
H (0.664, 2.510, 1.697)  0.10
H (0.391, 3.372, 0.302)  0.07
H (-1.073, 2.472, 1.216)  0.08
H (-0.835, 0.337, -1.760)  0.05
H (-0.311, 2.010, -2.195)  0.08
H (-1.650, 1.812, -1.083)  0.03
H (1.484, -1.014, 0.226)  0.13
H (1.178, 1.015, -0.309)  0.12

## Properties
Energy = -1961.83189 Eh
Orbital gap (spin up / spin down) = 8.53 / 7.20 eV
Relative energy (zero: lowest compared OMol25 entry of this formula, charge and spin) = 0.0 kJ/mol
F_max = 3.23 eV Å⁻¹

=====

(2)
The following is a quantum chemistry calculation of C60H59BaN7O4S2 as an isolated structure in a non-equilibrium geometry, from the Open Molecules 2025 dataset.

Each line ends with the Löwdin charge.
Positions of all 133 atoms, in Å:
Ba (0.227, 0.866, 0.744)  2.04
C (-2.970, 7.652, 0.432)  -0.07
C (-2.390, 6.411, 1.042)  -0.30
C (-1.861, 6.404, 2.321)  -0.07
C (-1.283, 5.258, 2.850)  -0.03
C (-1.216, 4.064, 2.129)  -0.26
N (-0.533, 2.945, 2.576)  -0.06
C (-0.472, 2.706, 3.912)  -0.29
C (-1.571, 2.781, 4.808)  -0.02
C (-1.478, 2.350, 6.109)  -0.05
C (-0.291, 1.836, 6.645)  -0.30
C (-0.223, 1.340, 8.059)  -0.06
C (0.810, 1.807, 5.808)  -0.01
C (0.719, 2.231, 4.489)  -0.15
N (1.921, 2.270, 3.715)  -0.11
C (2.753, 3.316, 3.634)  -0.05
C (3.824, 2.946, 2.854)  -0.05
C (3.537, 1.625, 2.506)  -0.18
N (2.381, 1.210, 3.015)  0.05
C (-1.804, 4.063, 0.841)  -0.19
C (-2.357, 5.218, 0.320)  0.01
N (-1.831, 2.840, 0.107)  -0.14
C (-2.840, 1.827, 0.557)  -0.56
C (-3.024, 1.059, -0.714)  -0.15
C (-2.625, 1.954, -1.705)  -0.29
N (-1.941, 3.005, -1.325)  0.03
H (-3.249, 8.378, 1.199)  0.07
H (-3.864, 7.430, -0.150)  0.07
H (-2.265, 8.146, -0.240)  0.07
H (-1.876, 7.308, 2.918)  0.10
H (-0.843, 5.295, 3.840)  0.11
H (-2.505, 3.176, 4.430)  0.11
H (-2.359, 2.413, 6.738)  0.11
H (-0.810, 1.965, 8.732)  0.07
H (0.804, 1.337, 8.425)  0.07
H (-0.604, 0.319, 8.157)  0.07
H (1.774, 1.467, 6.169)  0.12
H (2.504, 4.236, 4.135)  0.13
H (4.673, 3.542, 2.579)  0.09
H (4.137, 0.953, 1.918)  0.09
H (-2.771, 5.162, -0.678)  0.11
H (-1.900, 1.649, 2.272)  0.03
H (-3.820, 0.337, -0.833)  0.07
H (-2.779, 1.832, -2.773)  0.09
C (4.959, 1.883, -6.862)  -0.04
C (4.182, 1.653, -5.599)  -0.26
C (2.814, 1.870, -5.554)  -0.02
C (2.091, 1.652, -4.390)  -0.06
C (2.760, 1.206, -3.267)  -0.36
C (4.139, 0.996, -3.278)  -0.05
C (4.841, 1.226, -4.443)  -0.03
S (1.783, 0.805, -1.850)  0.96
O (2.122, 1.694, -0.668)  -0.71
C (2.447, -0.806, -1.393)  -0.32
C (3.191, -0.884, -0.204)  -0.07
C (3.562, -2.112, 0.264)  0.01
C (3.172, -3.291, -0.415)  -0.14
C (3.514, -4.575, 0.084)  -0.03
C (3.106, -5.704, -0.558)  -0.07
C (2.330, -5.610, -1.736)  -0.06
C (1.989, -4.392, -2.243)  -0.01
C (2.407, -3.195, -1.597)  -0.10
C (2.047, -1.911, -2.092)  -0.15
C (1.267, -1.786, -3.355)  -0.13
C (1.992, -1.990, -4.581)  -0.11
C (3.377, -2.290, -4.587)  -0.01
C (4.055, -2.441, -5.764)  -0.06
C (3.388, -2.307, -6.997)  -0.07
C (2.054, -2.019, -7.020)  -0.03
C (1.333, -1.850, -5.815)  -0.16
C (-0.045, -1.503, -5.830)  -0.01
C (-0.713, -1.284, -4.667)  -0.06
C (-0.054, -1.430, -3.416)  -0.27
S (-1.134, -0.832, -2.077)  1.02
O (-0.355, -0.989, -0.787)  -0.75
C (-2.300, -2.169, -2.061)  -0.37
C (-1.965, -3.372, -1.459)  -0.06
C (-2.893, -4.396, -1.463)  -0.03
C (-4.147, -4.233, -2.051)  -0.27
C (-5.160, -5.339, -2.013)  -0.05
C (-4.457, -3.012, -2.639)  -0.03
C (-3.541, -1.970, -2.641)  -0.07
H (4.305, 1.901, -7.733)  0.08
H (5.702, 1.101, -7.012)  0.08
H (5.488, 2.837, -6.819)  0.09
H (2.300, 2.202, -6.447)  0.12
H (1.021, 1.809, -4.360)  0.12
H (4.642, 0.639, -2.389)  0.12
H (5.909, 1.054, -4.472)  0.12
H (3.444, 0.027, 0.312)  0.07
H (4.142, -2.194, 1.173)  0.12
H (4.101, -4.637, 0.991)  0.11
H (3.370, -6.677, -0.168)  0.10
H (2.002, -6.512, -2.235)  0.11
H (1.390, -4.318, -3.142)  0.12
H (3.904, -2.387, -3.649)  0.12
H (5.113, -2.662, -5.748)  0.11
H (3.937, -2.432, -7.921)  0.10
H (1.524, -1.908, -7.957)  0.11
H (-0.547, -1.394, -6.782)  0.12
H (-1.751, -0.983, -4.685)  0.11
H (-1.001, -3.491, -0.984)  0.12
H (-2.645, -5.341, -0.996)  0.12
H (-4.680, -6.315, -1.959)  0.08
H (-5.799, -5.322, -2.895)  0.08
H (-5.804, -5.239, -1.137)  0.09
H (-5.430, -2.867, -3.088)  0.12
H (-3.798, -1.009, -3.063)  0.11
C (-4.123, 2.390, 1.158)  0.01
O (-2.220, 1.015, 1.598)  -0.24
H (-4.595, 3.057, 0.436)  0.09
H (-3.947, 2.955, 2.074)  0.08
H (-4.799, 1.564, 1.373)  0.08
C (-0.990, -2.272, 5.713)  -0.06
N (-0.374, -1.795, 4.498)  -0.10
C (1.045, -1.509, 4.607)  -0.04
C (-0.981, -1.676, 3.287)  -0.48
O (-0.348, -1.312, 2.282)  -0.15
N (-2.302, -2.027, 3.154)  -0.11
C (-3.338, -1.727, 4.127)  -0.05
C (-2.820, -2.064, 1.791)  -0.04
H (-0.207, -2.353, 6.466)  0.09
H (-1.436, -3.262, 5.589)  0.10
H (-1.739, -1.583, 6.107)  0.08
H (1.568, -2.399, 4.971)  0.09
H (1.215, -0.693, 5.307)  0.07
H (1.444, -1.216, 3.647)  0.06
H (-3.143, -2.137, 5.112)  0.05
H (-4.261, -2.180, 3.768)  0.09
H (-3.507, -0.648, 4.211)  0.10
H (-2.012, -2.245, 1.090)  0.07
H (-3.288, -1.115, 1.519)  0.08
H (-3.551, -2.872, 1.736)  0.09

## Properties
Energy = -3827.92216 Eh
Orbital gap = 5.01 eV
Relative energy (zero: lowest compared OMol25 entry of this formula, charge and spin) = 5.1 kJ/mol
F_max = 2.42 eV Å⁻¹

=====

(3)
The following is a quantum chemistry calculation of C31H41N4O5SSbSn as an isolated structure, from the Open Molecules 2025 dataset.

Each line ends with the Löwdin charge.
Positions of all 84 atoms, in Å:
Sn (-0.283, 0.180, -1.890)  1.28
O (6.056, 1.220, -0.938)  0.13
C (4.799, 0.800, -1.105)  -0.26
C (4.191, -0.158, -0.287)  0.10
C (2.882, -0.493, -0.543)  -0.17
N (2.157, 0.040, -1.536)  0.06
C (2.759, 0.942, -2.319)  -0.18
C (4.067, 1.348, -2.147)  0.11
C (1.906, 1.585, -3.409)  -0.63
O (2.390, 2.455, -4.087)  0.11
O (0.678, 1.149, -3.455)  -0.26
C (2.266, -1.576, 0.280)  -0.54
O (2.911, -2.271, 1.049)  0.06
O (0.970, -1.753, 0.163)  -0.24
H (6.495, 0.761, -0.211)  0.13
H (4.722, -0.640, 0.523)  0.14
H (4.492, 2.079, -2.820)  0.15
N (-0.177, 1.948, -0.674)  -0.45
S (0.746, 3.226, -1.042)  1.09
C (1.204, 3.989, 0.500)  -0.39
C (1.848, 5.221, 0.447)  -0.07
C (2.259, 5.806, 1.633)  -0.05
C (2.032, 5.162, 2.845)  -0.05
C (1.402, 3.928, 2.877)  -0.06
C (0.985, 3.325, 1.695)  -0.08
C (-0.230, 4.463, -1.829)  -0.40
C (-1.195, 5.193, -1.140)  -0.07
C (-1.947, 6.115, -1.846)  -0.05
C (-1.725, 6.296, -3.211)  -0.04
C (-0.757, 5.563, -3.880)  -0.04
C (0.006, 4.631, -3.188)  -0.05
H (-1.045, 2.207, -0.209)  0.01
H (2.019, 5.721, -0.499)  0.12
H (2.757, 6.766, 1.611)  0.12
H (2.346, 5.631, 3.768)  0.12
H (1.231, 3.430, 3.822)  0.11
H (0.496, 2.360, 1.700)  0.09
H (-1.341, 5.063, -0.074)  0.12
H (-2.696, 6.704, -1.335)  0.12
H (-2.311, 7.026, -3.754)  0.12
H (-0.587, 5.717, -4.937)  0.12
H (0.773, 4.049, -3.689)  0.10
C (1.819, -4.685, -1.275)  -0.10
C (0.460, -4.672, -0.584)  -0.49
C (-0.054, -6.070, -0.231)  -0.11
Sb (0.479, -3.477, 1.169)  1.88
C (1.549, -4.318, 2.835)  -0.48
C (2.731, -5.125, 2.316)  -0.12
C (0.577, -5.166, 3.648)  -0.11
C (-1.439, -2.612, 1.502)  -0.49
C (-2.180, -3.197, 2.701)  -0.12
C (-2.228, -2.709, 0.199)  -0.14
H (1.722, -5.256, -2.201)  0.10
H (2.584, -5.169, -0.669)  0.08
H (2.166, -3.690, -1.555)  0.07
H (-0.271, -4.135, -1.190)  0.09
H (0.631, -6.599, 0.433)  0.07
H (-0.137, -6.660, -1.145)  0.10
H (-1.043, -6.054, 0.233)  0.08
H (1.867, -3.420, 3.361)  0.10
H (2.405, -6.007, 1.763)  0.07
H (3.291, -5.485, 3.184)  0.10
H (3.412, -4.541, 1.707)  0.07
H (0.235, -6.040, 3.090)  0.09
H (-0.286, -4.618, 4.013)  0.05
H (1.112, -5.540, 4.525)  0.10
H (-1.164, -1.573, 1.697)  0.09
H (-2.424, -4.252, 2.558)  0.09
H (-3.126, -2.664, 2.826)  0.09
H (-1.630, -3.086, 3.633)  0.07
H (-2.493, -3.742, -0.035)  0.09
H (-1.699, -2.275, -0.650)  0.01
H (-3.159, -2.149, 0.309)  0.08
C (-6.088, 0.526, 0.781)  -0.03
N (-5.451, 0.860, -0.491)  -0.20
C (-6.290, 1.373, -1.578)  -0.02
C (-4.161, 0.672, -0.671)  -0.28
N (-3.023, 0.511, -0.830)  0.09
H (-6.824, -0.264, 0.635)  0.10
H (-6.586, 1.407, 1.186)  0.10
H (-5.334, 0.191, 1.489)  0.09
H (-7.050, 0.637, -1.840)  0.10
H (-5.673, 1.574, -2.449)  0.10
H (-6.775, 2.296, -1.260)  0.10

## Properties
Energy = -2653.34908 Eh
Net charge = +2
Orbital gap = 8.47 eV
Relative energy (zero: lowest compared OMol25 entry of this formula, charge and spin) = 25.7 kJ/mol
F_max = 0.63 eV Å⁻¹

=====

(4)
The following is a quantum chemistry calculation of the molecule C15H15F3N4O4S in a non-equilibrium geometry, from the Open Molecules 2025 dataset.

Each line ends with the Löwdin charge.
Positions of all 42 atoms, in Å:
C (-1.904, -4.784, -1.243)  -0.08
H (-1.146, -4.603, -2.011)  0.10
O (-1.714, -3.951, -0.124)  -0.08
C (-1.752, -2.606, -0.302)  -0.27
C (-2.018, -1.964, -1.504)  -0.01
C (-2.041, -0.579, -1.554)  0.01
C (-1.796, 0.173, -0.423)  -0.17
C (-1.505, -0.475, 0.790)  -0.21
C (-1.495, -1.851, 0.847)  0.07
H (-1.267, -2.387, 1.752)  0.12
O (-1.230, 0.359, 1.856)  -0.14
C (-0.814, -0.246, 3.067)  -0.07
H (-0.621, 0.576, 3.756)  0.10
H (-1.599, -0.884, 3.477)  0.10
H (0.101, -0.821, 2.911)  0.08
N (-1.781, 1.584, -0.437)  0.13
C (-1.156, 2.341, -1.379)  -0.49
O (-0.756, 1.910, -2.433)  0.10
C (-0.975, 3.798, -0.960)  -0.08
H (-1.947, 4.262, -0.782)  0.12
H (-0.487, 4.310, -1.790)  0.13
C (-0.102, 3.920, 0.304)  -0.08
C (1.113, 3.034, 0.151)  -0.48
O (2.122, 3.340, -0.439)  0.01
N (0.984, 1.793, 0.728)  0.14
C (1.939, 0.843, 0.554)  -0.54
N (1.846, -0.356, 1.046)  0.03
N (2.879, -1.115, 0.745)  0.04
C (3.766, -0.514, 0.028)  -0.47
S (3.388, 1.150, -0.361)  1.21
C (5.033, -1.165, -0.409)  -0.65
F (5.324, -0.893, -1.691)  0.13
F (6.088, -0.738, 0.310)  0.13
F (5.000, -2.493, -0.291)  0.15
H (0.138, 1.479, 1.208)  0.12
H (0.233, 4.953, 0.404)  0.13
H (-0.659, 3.640, 1.199)  0.12
H (-2.044, 2.014, 0.438)  0.14
H (-2.234, -0.075, -2.486)  0.12
H (-2.206, -2.520, -2.407)  0.10
H (-1.804, -5.802, -0.871)  0.09
H (-2.901, -4.653, -1.676)  0.10

## Properties
Energy = -1798.39743 Eh
SMILES = COc1ccc(NC(=O)CCC(=O)Nc2nnc(C(F)(F)F)s2)c(OC)c1
Orbital gap = 8.61 eV
Relative energy (zero: lowest compared OMol25 entry of this formula, charge and spin) = 0.0 kJ/mol
F_max = 1.80 eV Å⁻¹

=====

(5)
The following is a quantum chemistry calculation of the molecule C7H17N in a non-equilibrium geometry, from the Open Molecules 2025 dataset.

Each line ends with the Löwdin charge.
Positions of all 25 atoms, in Å:
C (-0.485, 2.121, -1.782)  -0.24
C (-2.037, 2.078, -1.881)  -0.14
C (0.088, 1.593, -0.353)  -0.18
N (-0.146, 0.094, -0.472)  -0.03
C (1.821, -2.838, 1.051)  -0.12
C (0.652, -2.009, 0.364)  -0.26
C (0.494, -0.578, 0.788)  -0.39
C (-0.225, -0.422, 2.162)  -0.05
H (-0.099, 1.462, -2.481)  0.05
H (-0.252, 3.207, -2.098)  0.12
H (-2.329, 2.925, -1.115)  0.10
H (-2.334, 2.395, -2.924)  0.08
H (-2.669, 1.233, -1.805)  0.03
H (-0.627, 2.032, 0.286)  0.07
H (1.121, 1.835, -0.112)  0.11
H (-1.141, -0.095, -0.433)  0.09
H (1.838, -3.858, 0.714)  0.04
H (1.538, -3.048, 2.099)  0.06
H (2.904, -2.450, 0.946)  0.09
H (0.946, -1.879, -0.806)  0.14
H (-0.155, -2.755, 0.356)  0.10
H (1.564, -0.282, 0.964)  0.14
H (-1.144, -0.880, 2.120)  0.05
H (-0.298, 0.590, 2.447)  0.05
H (0.307, -0.764, 3.053)  0.08

## Properties
Energy = -331.57597 Eh
SMILES = CCCN[C@@H](C)CC
Orbital gap = 10.16 eV
Relative energy (zero: lowest compared OMol25 entry of this formula, charge and spin) = 249.2 kJ/mol
F_max = 4.66 eV Å⁻¹